# 1
Computed, not measured: C14H21ClIrO as an isolated structure, with ωB97M-V/def2-TZVPD.

Geometry as ORCA input:
```
! RIJCOSX wB97M-V def2-TZVPD def2/J DEFGRID3
* xyz 2 6
C 0.16 0.65 -3.32
C 1.56 1.18 -3.68
C -0.08 -0.76 -3.89
C -0.96 1.62 -3.71
Cl 0.10 0.49 -1.57
H -0.06 -0.72 -4.99
H -1.04 -1.16 -3.57
H 0.69 -1.46 -3.55
H 1.67 1.35 -4.76
H 2.33 0.47 -3.36
H 1.75 2.13 -3.17
H -0.98 1.80 -4.79
H -0.82 2.59 -3.21
H -1.93 1.22 -3.41
C 1.63 -1.15 3.49
C 1.23 -2.41 2.88
C 1.25 -2.24 1.45
H 1.00 -3.34 3.39
C 1.69 -0.90 1.18
C 1.89 -0.21 2.42
H 2.18 0.83 2.51
H 1.72 -0.94 4.55
H 0.99 -2.97 0.69
H 1.84 -0.49 0.19
C -1.67 0.72 2.89
C -2.09 -0.53 3.47
C -2.35 -1.45 2.39
H -2.23 -0.74 4.53
C -2.10 -0.77 1.15
C -1.70 0.58 1.45
H -1.45 1.34 0.72
H -1.39 1.63 3.41
H -2.69 -2.48 2.47
H -2.18 -1.20 0.15
Ir -0.24 -0.89 2.38
O 0.81 2.47 1.37
H 0.11 3.15 1.29
H 1.37 2.60 0.59
*
```

LUMO energy (spin up / spin down)   -0.2189 / -0.4574 Ha
Orbital gap (spin up / spin down)   8.2 / 3.9 eV

These are the Mulliken partial charges, in e, on atoms 1 to 5: atom 1 (C): 0.928, atom 2 (C): -1.410, atom 3 (C): -1.404, atom 4 (C): -1.435, atom 5 (Cl): -0.048

# 2
Computed, not measured: a 3-piece molecular cluster, C14H21F2N3O9P overall, with ωB97M-V/def2-TZVPD.

Geometry as ORCA input:
```
! RIJCOSX wB97M-V def2-TZVPD def2/J DEFGRID3
* xyz 1 1
N 0.17 1.26 -4.21
C -1.11 0.44 -4.01
C -0.86 -1.17 -3.86
C -0.33 -1.64 -2.37
C -0.71 -0.85 -0.95
C -0.14 -1.45 0.50
C -0.49 -0.75 1.95
N -1.32 0.52 1.83
N 0.76 -2.70 0.58
C 1.19 -3.46 -0.66
C 0.65 -2.98 -2.16
P 1.21 -4.07 -3.64
O 2.40 -3.38 -4.45
O 1.63 -5.65 -3.03
O -0.24 -4.30 -4.63
H 0.90 0.66 -4.68
H 0.51 1.63 -3.29
H -1.72 0.59 -5.02
H -1.77 0.84 -3.10
H -1.89 -1.70 -4.04
H -0.11 -1.52 -4.71
H -1.37 0.12 -1.02
H -1.15 -1.54 2.55
H 0.51 -0.51 2.54
H -0.73 1.36 1.64
H -2.10 0.41 1.13
H 1.12 -3.03 1.52
H 1.88 -4.43 -0.59
H 0.83 -5.90 -2.46
H -0.98 -4.29 -3.94
C -2.06 5.01 -0.72
C -1.49 4.28 0.45
O -2.20 3.06 0.44
C -2.51 2.84 -0.87
O -2.88 1.76 -1.31
O -2.36 3.97 -1.62
F -1.77 4.92 1.60
H -2.97 5.56 -0.47
H -1.34 5.71 -1.16
H -0.42 4.08 0.38
C 2.46 1.02 6.47
C 2.45 -0.29 5.75
O 1.79 0.02 4.54
C 2.07 1.33 4.30
O 1.90 1.88 3.22
O 2.56 1.95 5.42
F 1.71 -1.20 6.42
H 1.54 1.20 7.04
H 3.32 1.11 7.15
H 3.44 -0.69 5.53
*
```

LUMO energy   -0.1816 Ha
Orbital gap   7.0 eV

These are the Mulliken partial charges, in e, on atoms 1 to 5: atom 1 (N): -0.539, atom 2 (C): -0.353, atom 3 (C): -0.443, atom 4 (C): 0.579, atom 5 (C): -0.269

# 3
Computed, not measured: a 3-piece molecular cluster, C14H21FNO9PS overall, with ωB97M-V/def2-TZVPD.

Geometry as ORCA input:
```
! RIJCOSX wB97M-V def2-TZVPD def2/J DEFGRID3
* xyz 0 1
C 1.72 -2.10 0.97
C 2.00 -1.83 -0.51
C 0.91 -1.11 -1.27
F 1.29 -1.07 -2.61
C -0.47 -1.79 -1.22
O -0.44 -3.17 -0.79
C -0.62 -4.07 -1.79
O 0.02 -4.09 -2.79
N -1.67 -5.01 -1.52
C -1.94 -5.22 -0.35
S -2.40 -5.29 1.13
P -1.72 -0.80 -0.32
O -1.98 0.37 -1.16
O -3.01 -1.70 -0.06
O -1.16 -0.30 1.10
H 2.48 -1.69 1.64
H 0.75 -1.73 1.30
H 1.69 -3.18 1.12
H 2.30 -2.74 -1.04
H 2.88 -1.19 -0.55
H 0.79 -0.07 -0.97
H -0.85 -1.78 -2.25
H -3.73 -1.06 0.12
H -1.36 -0.90 1.82
O -4.23 1.82 0.57
C -4.66 2.56 -0.26
C -4.25 2.63 -1.72
C -4.83 3.98 -2.15
C -6.03 4.12 -1.23
O -5.65 3.45 -0.01
H -4.71 1.80 -2.25
H -3.17 2.58 -1.82
H -5.09 4.03 -3.21
H -4.10 4.77 -1.95
H -6.92 3.64 -1.63
H -6.26 5.16 -1.00
O 4.42 -1.35 1.30
C 4.93 -0.37 1.78
C 4.38 1.04 1.77
C 5.60 1.87 2.15
C 6.39 0.89 3.00
O 6.10 -0.41 2.45
H 3.58 1.11 2.52
H 3.99 1.30 0.79
H 5.37 2.80 2.67
H 6.16 2.12 1.25
H 6.08 0.90 4.05
H 7.46 1.06 2.95
*
```

LUMO energy   0.0010 Ha
Structure (SMILES)   CC[C@@H](F)[C@@H](OC(=O)N=C=S)P(=O)(O)O.O=C1CCCO1.O=C1CCCO1
Orbital gap   10.1 eV

These are the Mulliken partial charges, in e, on atoms 1 to 5: atom 1 (C): -0.669, atom 2 (C): -0.547, atom 3 (C): -0.008, atom 4 (F): -0.403, atom 5 (C): -0.079

# 4
Computed, not measured: a 2-piece molecular cluster, C14H21N3OP overall, with ωB97M-V/def2-TZVPD.

Geometry as ORCA input:
```
! RIJCOSX wB97M-V def2-TZVPD def2/J DEFGRID3
* xyz 1 1
C 0.36 3.59 -2.03
N -0.38 4.69 -2.63
P 0.73 5.93 -2.95
C 1.83 5.47 -4.37
O -0.18 7.17 -3.62
H -0.16 3.19 -1.15
H 1.38 3.89 -1.71
H 0.49 2.81 -2.80
H 1.55 5.97 -5.30
H 1.88 4.40 -4.58
H 2.84 5.82 -4.14
H -0.38 7.73 -2.88
C 0.55 2.59 2.52
N 0.24 1.19 2.17
C 0.65 0.72 0.96
C 0.41 -0.58 0.60
C -0.24 -1.45 1.48
C -0.67 -0.92 2.72
C -0.42 0.39 3.03
C -0.46 -2.86 1.15
C -0.02 -3.88 2.00
C -0.27 -5.19 1.70
N -0.95 -5.53 0.59
C -1.38 -4.57 -0.27
C -1.15 -3.24 -0.01
C -1.26 -6.94 0.29
H 0.12 3.24 1.76
H 1.63 2.70 2.57
H 0.11 2.82 3.49
H 1.17 1.41 0.31
H 0.77 -0.92 -0.36
H -1.20 -1.54 3.43
H -0.74 0.81 3.97
H 0.54 -3.65 2.90
H 0.07 -6.00 2.34
H -1.92 -4.90 -1.14
H -1.52 -2.51 -0.71
H -0.85 -7.19 -0.68
H -2.34 -7.06 0.31
H -0.81 -7.57 1.05
*
```

LUMO energy   -0.1923 Ha
Orbital gap   1.8 eV

These are the Mulliken partial charges, in e, on atoms 1 to 5: atom 1 (C): -0.828, atom 2 (N): -0.333, atom 3 (P): 0.207, atom 4 (C): -0.836, atom 5 (O): -0.438

# 5
Computed, not measured: one molecule with the formula C14H21NO3, with ωB97M-V/def2-TZVPD.

Geometry as ORCA input:
```
! RIJCOSX wB97M-V def2-TZVPD def2/J DEFGRID3
* xyz 0 1
C -4.55 1.18 1.15
O -3.35 1.77 1.57
C -2.28 0.87 1.74
C -2.41 0.00 3.00
C -1.11 -0.76 3.29
N -0.77 -1.69 2.24
C 0.20 -1.44 1.34
O 0.92 -0.47 1.40
C 0.35 -2.52 0.27
C 1.11 -2.01 -0.94
C 0.30 -0.95 -1.70
O 0.99 -0.44 -2.81
C 1.97 0.50 -2.63
C 2.34 1.05 -1.40
C 3.34 2.00 -1.36
C 3.98 2.42 -2.51
C 3.61 1.87 -3.73
C 2.61 0.92 -3.79
H -5.23 1.99 0.91
H -4.40 0.56 0.26
H -5.00 0.56 1.94
H -2.17 0.23 0.85
H -1.39 1.49 1.83
H -3.23 -0.72 2.88
H -2.64 0.65 3.85
H -1.20 -1.31 4.24
H -0.28 -0.06 3.37
H -1.37 -2.49 2.12
H 0.89 -3.36 0.72
H -0.64 -2.89 -0.02
H 1.34 -2.83 -1.62
H 2.05 -1.56 -0.61
H 0.00 -0.15 -1.02
H -0.60 -1.41 -2.12
H 1.87 0.75 -0.48
H 3.62 2.42 -0.40
H 4.76 3.16 -2.47
H 4.10 2.19 -4.64
H 2.31 0.48 -4.73
*
```

LUMO energy   0.0220 Ha
Structure (SMILES)   COCCCNC(=O)CCCOc1ccccc1
Energy relative to the best compared isomer or geometry (same formula, charge and spin)   156.2 kJ/mol
Orbital gap   8.8 eV

These are the Mulliken partial charges, in e, on atoms 1 to 5: atom 1 (C): -0.685, atom 2 (O): -0.437, atom 3 (C): -0.211, atom 4 (C): -0.470, atom 5 (C): -0.822

# 6
Computed, not measured: C14H21NPTm as an isolated structure, with ωB97M-V/def2-TZVPD.

Geometry as ORCA input:
```
! RIJCOSX wB97M-V def2-TZVPD def2/J DEFGRID3
* xyz 0 3
C -0.25 0.37 -3.89
C -0.87 1.59 -4.26
C 0.05 2.65 -4.00
C 1.25 2.08 -3.46
C 1.07 0.68 -3.36
Tm -0.62 -1.02 -0.01
P -0.34 -3.34 -1.65
H -0.67 -0.63 -4.00
H -1.87 1.71 -4.67
H -0.12 3.72 -4.18
H 1.78 -0.04 -2.96
H 2.14 2.63 -3.17
H 0.88 -3.44 -2.39
H -1.27 -3.45 -2.74
H -0.41 -4.69 -1.17
C -1.54 0.10 3.40
N -1.69 0.29 1.94
C -2.87 1.12 1.66
C -0.45 0.93 1.25
C 0.81 0.13 1.46
C 1.44 0.00 2.72
C 2.53 -0.86 2.82
C 3.12 -1.40 1.68
C 2.59 -1.14 0.41
C 1.42 -0.42 0.32
H -1.23 1.05 3.84
H -0.83 -0.70 3.59
H -2.53 -0.18 3.78
H -1.94 -0.69 1.65
H -2.68 2.10 2.12
H -3.00 1.22 0.58
H -3.75 0.64 2.12
H -0.75 1.12 0.15
H -0.46 1.92 1.71
H 1.05 0.55 3.59
H 2.93 -1.09 3.81
H 4.02 -2.01 1.79
H 3.09 -1.52 -0.49
*
```

LUMO energy (spin up / spin down)   -0.0042 / -0.0255 Ha
Energy relative to the best compared isomer or geometry (same formula, charge and spin)   6.3 kJ/mol
Orbital gap (spin up / spin down)   5.1 / 4.5 eV

These are the Mulliken partial charges, in e, on atoms 1 to 5: atom 1 (C): -0.560, atom 2 (C): -0.739, atom 3 (C): -0.354, atom 4 (C): -0.828, atom 5 (C): -0.277

# 7
Computed, not measured: a 4-piece molecular cluster, C14H21O8 overall, with ωB97M-V/def2-TZVPD.

Geometry as ORCA input:
```
! RIJCOSX wB97M-V def2-TZVPD def2/J DEFGRID3
* xyz -1 1
C -0.15 -0.20 0.34
C 0.35 -1.13 1.46
O 1.52 -1.54 1.36
O -0.47 -1.36 2.39
H 0.18 0.82 0.50
H -1.24 -0.13 0.29
H 0.20 -0.61 -0.61
O -0.20 1.59 -4.72
C -0.08 0.41 -4.72
O -0.77 -0.38 -5.58
C -0.36 -1.74 -5.52
C 0.73 -1.85 -4.42
C 0.84 -0.43 -3.86
H 0.04 -1.99 -6.50
H -1.20 -2.39 -5.29
H 1.69 -2.19 -4.81
H 0.45 -2.58 -3.66
H 1.85 -0.03 -3.85
H 0.51 -0.38 -2.82
O -5.35 -2.50 0.11
C -4.86 -1.74 0.90
O -5.21 -0.45 0.91
C -4.47 0.30 1.91
C -3.47 -0.68 2.56
C -3.82 -2.02 1.95
H -5.17 0.76 2.61
H -3.98 1.12 1.38
H -3.64 -0.66 3.64
H -2.45 -0.33 2.46
H -4.24 -2.70 2.70
H -2.97 -2.56 1.54
O 3.72 3.16 4.77
C 3.72 2.86 3.61
O 2.78 3.32 2.75
C 2.94 2.74 1.46
C 3.93 1.59 1.62
C 4.71 2.01 2.85
H 3.29 3.49 0.74
H 2.00 2.38 1.05
H 4.56 1.47 0.73
H 3.42 0.63 1.73
H 5.52 2.70 2.57
H 5.13 1.21 3.45
*
```

LUMO energy   0.0951 Ha
Energy relative to the best compared isomer or geometry (same formula, charge and spin)   0.0 kJ/mol
Orbital gap   7.4 eV

These are the Mulliken partial charges, in e, on atoms 1 to 5: atom 1 (C): -0.443, atom 2 (C): 0.503, atom 3 (O): -0.778, atom 4 (O): -0.687, atom 5 (H): 0.269

# 8
Computed, not measured: C14H21OOs as an isolated structure, with ωB97M-V/def2-TZVPD.

Geometry as ORCA input:
```
! RIJCOSX wB97M-V def2-TZVPD def2/J DEFGRID3
* xyz 1 5
C -0.34 0.60 -2.75
C 0.23 1.95 -2.65
C 0.49 -0.51 -3.26
C -1.81 0.45 -2.71
H 0.51 -0.49 -4.37
H 0.10 -1.50 -2.99
H 1.53 -0.44 -2.94
H 0.18 2.47 -3.62
H 1.29 1.94 -2.36
H -0.31 2.58 -1.93
H -2.25 0.67 -3.70
H -2.28 1.15 -2.01
H -2.13 -0.57 -2.46
C 2.22 -0.38 2.70
C 2.57 -1.05 1.50
C 2.18 -0.23 0.41
H 3.03 -2.03 1.43
C 1.59 0.95 0.94
C 1.61 0.85 2.36
H 1.14 1.54 3.05
H 2.35 -0.77 3.71
H 2.27 -0.47 -0.64
H 1.13 1.74 0.36
C -1.63 -0.95 2.21
C -0.92 -2.14 2.54
C -0.45 -2.72 1.33
H -0.69 -2.47 3.55
C -0.87 -1.89 0.26
C -1.61 -0.80 0.80
H -2.02 0.03 0.25
H -2.05 -0.24 2.91
H 0.19 -3.59 1.25
H -0.61 -2.01 -0.79
Os 0.43 -0.77 1.55
O -1.51 2.74 1.81
H -2.44 2.80 2.09
H -1.12 3.56 2.16
*
```

LUMO energy (spin up / spin down)   -0.0922 / -0.2258 Ha
Energy relative to the best compared isomer or geometry (same formula, charge and spin)   0.0 kJ/mol
Orbital gap (spin up / spin down)   5.8 / 7.4 eV

These are the Mulliken partial charges, in e, on atoms 1 to 5: atom 1 (C): 1.160, atom 2 (C): -1.394, atom 3 (C): -1.247, atom 4 (C): -1.370, atom 5 (H): 0.378

# 9
Computed, not measured: C14H22AsO12PSTe2Zr as an isolated structure, with ωB97M-V/def2-TZVPD.

Geometry as ORCA input:
```
! RIJCOSX wB97M-V def2-TZVPD def2/J DEFGRID3
* xyz -2 1
Zr 0.01 0.09 -0.45
O 2.44 -3.25 1.23
As 2.03 0.36 1.64
O 0.96 1.45 0.81
O 2.11 -0.62 0.07
C 0.68 -0.67 2.75
C 1.41 -1.57 3.53
C 0.81 -2.38 4.49
C -0.55 -2.29 4.69
C -1.29 -1.38 3.95
C -0.70 -0.57 2.99
S -1.85 0.56 2.17
O -3.16 0.27 2.69
O -1.76 0.13 0.73
O -1.36 1.90 2.36
H 3.01 -2.75 0.62
H 2.47 -1.66 3.37
H 1.42 -3.08 5.05
H -1.05 -2.91 5.43
H -2.36 -1.29 4.10
C -2.08 -2.93 -1.11
C -0.55 -2.80 -1.07
C 0.09 -4.17 -0.92
O -0.17 -1.93 -0.03
C -0.10 -2.13 -2.40
O 0.20 -2.76 -3.39
O -0.13 -0.82 -2.32
H -2.42 -3.34 -0.15
H -2.39 -3.58 -1.92
H -2.54 -1.95 -1.23
H -0.20 -4.60 0.05
H 1.17 -4.09 -0.95
H -0.24 -4.83 -1.72
H 1.56 -2.95 0.95
C 1.25 1.70 -4.52
C 1.13 2.93 -3.64
O -0.26 3.33 -3.54
P -1.07 3.05 -2.19
O -0.53 1.76 -1.56
Te -3.39 3.22 -2.58
O -0.50 4.22 -1.25
C -1.00 4.28 0.10
C 0.15 4.63 1.01
H 2.30 1.44 -4.64
H 0.81 1.89 -5.50
H 0.75 0.85 -4.06
H 1.65 3.78 -4.08
H 1.55 2.74 -2.65
H -1.42 3.32 0.39
H -1.79 5.03 0.12
H 0.91 3.85 0.95
H -0.20 4.68 2.04
H 0.59 5.60 0.74
Te 3.59 0.26 -1.17
*
```

LUMO energy   0.1492 Ha
Energy relative to the best compared isomer or geometry (same formula, charge and spin)   29.2 kJ/mol
Orbital gap   6.2 eV

These are the Mulliken partial charges, in e, on atoms 1 to 5: atom 1 (Zr): 1.470, atom 2 (O): -0.735, atom 3 (As): 0.008, atom 4 (O): 0.051, atom 5 (O): -0.754

# 10
Computed, not measured: C14H22BCsF4N7O4S as an isolated structure, with ωB97M-V/def2-TZVPD.

Geometry as ORCA input:
```
! RIJCOSX wB97M-V def2-TZVPD def2/J DEFGRID3
* xyz -1 1
Cs -0.12 1.08 -0.73
C 5.25 2.51 -0.10
N 4.62 1.35 0.50
C 5.50 0.55 1.33
C 3.54 0.79 -0.14
N 3.10 1.07 -1.30
N 2.85 -0.20 0.60
C 2.20 0.02 1.81
N 2.81 0.88 2.70
N 1.12 -0.63 2.01
H 5.82 3.03 0.67
H 4.49 3.20 -0.46
H 5.93 2.22 -0.92
H 6.40 0.26 0.77
H 5.00 -0.34 1.67
H 5.81 1.13 2.21
H 3.72 1.71 -1.79
H 2.30 -0.81 -0.01
H 3.31 1.66 2.27
H 2.14 1.25 3.36
H 0.76 -0.44 2.94
O -2.99 -1.70 -0.34
S -3.46 -1.15 -1.60
O -3.48 -2.07 -2.71
N -2.71 0.22 -1.95
C -3.51 1.31 -1.81
O -3.15 2.48 -1.91
C -4.93 0.93 -1.48
C -6.02 1.76 -1.29
C -7.24 1.18 -0.97
C -7.37 -0.20 -0.84
C -6.28 -1.04 -1.02
C -5.07 -0.44 -1.34
H -5.90 2.83 -1.39
H -8.11 1.81 -0.82
H -8.34 -0.62 -0.59
H -6.36 -2.11 -0.92
F 1.50 2.82 0.99
B 2.26 4.02 1.15
F 3.38 3.70 1.97
F 1.48 4.99 1.77
F 2.70 4.45 -0.11
C 0.68 -3.74 0.82
N -0.19 -3.54 -0.32
C -1.41 -4.31 -0.37
C 0.08 -2.60 -1.23
O 1.05 -1.86 -1.23
H 0.90 -4.81 0.93
H 0.21 -3.36 1.73
H 1.60 -3.19 0.67
H -1.18 -5.38 -0.39
H -1.98 -4.05 -1.26
H -2.04 -4.09 0.49
H -0.69 -2.54 -2.02
*
```

LUMO energy   0.0824 Ha
Energy relative to the best compared isomer or geometry (same formula, charge and spin)   0.0 kJ/mol
Orbital gap   8.7 eV

These are the Mulliken partial charges, in e, on atoms 1 to 5: atom 1 (Cs): 1.108, atom 2 (C): -1.399, atom 3 (N): 0.432, atom 4 (C): -1.097, atom 5 (C): 0.001

# 11
Computed, not measured: C14H22BNO2Pb as an isolated structure, with ωB97M-V/def2-TZVPD.

Geometry as ORCA input:
```
! RIJCOSX wB97M-V def2-TZVPD def2/J DEFGRID3
* xyz 0 1
C 0.10 -1.51 -3.88
C -1.24 -1.63 -3.37
C -1.16 -2.32 -2.11
C 0.21 -2.61 -1.85
C 0.99 -2.10 -2.93
Pb -0.18 0.24 -1.57
C -0.85 1.98 -2.90
C 0.56 2.16 -3.37
C 0.86 2.67 -4.63
N 1.50 1.68 -2.51
H -2.02 -2.70 -1.55
H -2.15 -1.37 -3.91
H 0.58 -3.24 -1.04
H 2.07 -2.23 -3.07
H 0.37 -1.11 -4.86
H -1.53 1.57 -3.69
H 2.44 1.62 -2.93
H -1.26 2.68 -2.16
H 0.03 2.93 -5.28
H 1.88 2.69 -5.02
C 0.72 1.74 3.41
C 0.63 0.40 2.71
C 1.77 -0.50 3.14
O 0.91 0.69 1.32
B -0.11 0.12 0.67
O -1.20 -0.31 1.33
C -0.78 -0.27 2.72
C -0.80 -1.73 3.15
C -1.88 0.52 3.40
H 1.73 2.13 3.27
H 0.52 1.67 4.48
H 0.03 2.46 2.96
H 2.71 0.05 3.00
H 1.69 -0.80 4.19
H 1.84 -1.40 2.51
H -0.53 -1.86 4.20
H -1.81 -2.10 2.99
H -0.14 -2.34 2.52
H -1.99 1.51 2.95
H -2.82 -0.02 3.24
H -1.72 0.64 4.48
*
```

LUMO energy   -0.0230 Ha
Orbital gap   6.3 eV

These are the Mulliken partial charges, in e, on atoms 1 to 5: atom 1 (C): -0.427, atom 2 (C): -0.651, atom 3 (C): -0.545, atom 4 (C): -0.526, atom 5 (C): -0.562